Entry from the Open Molecules 2025 dataset: C19H26CsF6N5PS2 as an isolated structure in a non-equilibrium geometry (the ωB97M-V functional and the def2-TZVPD basis).

Output
E_HOMO (alpha / beta): -8.3 / -8.3 eV
E_LUMO (alpha / beta): -0.4 / -1.4 eV
Energy relative to the best compared isomer or geometry (same formula, charge and spin): 24.8 kcal per mole
Spin multiplicity: 2
Frontier orbital gap (alpha / beta): 7.89 / 6.88 eV

Cartesian coordinates (Å):
Cs 1.348 0.383 0.101
C -0.126 3.025 2.334
N 0.721 1.895 2.671
C 1.890 2.338 3.417
C -0.041 0.887 3.402
C 0.749 -0.409 3.607
N -0.100 -1.580 3.454
C -1.070 -1.665 4.527
C 0.704 -2.789 3.394
H -0.470 3.575 3.225
H -1.004 2.675 1.791
H 0.422 3.726 1.701
H 1.610 2.783 4.386
H 2.431 3.089 2.840
H 2.568 1.505 3.596
H -0.928 0.642 2.811
H -0.393 1.298 4.364
H 1.259 -0.402 4.586
H 1.536 -0.477 2.854
H -0.588 -1.760 5.516
H -1.713 -2.533 4.378
H -1.707 -0.780 4.546
H 1.265 -2.968 4.325
H 1.423 -2.721 2.580
H 0.054 -3.647 3.217
S -1.517 2.835 -3.710
C -2.195 3.550 -2.311
C -1.869 2.878 -1.169
C -1.042 1.790 -1.498
C -0.750 1.577 -2.801
C 0.015 0.483 -3.436
C 0.190 0.394 -4.814
C 0.909 -0.671 -5.328
C 1.424 -1.624 -4.461
C 1.194 -1.459 -3.104
N 0.507 -0.436 -2.601
H -2.801 4.438 -2.401
H -2.204 3.144 -0.181
H -0.219 1.148 -5.474
H 1.072 -0.751 -6.395
H 2.002 -2.464 -4.819
H 1.583 -2.170 -2.382
S -2.128 -1.452 -0.098
C -2.779 -1.014 -1.557
N -2.357 -1.674 -2.695
C -2.801 -1.417 -3.940
C -3.742 -0.457 -4.115
C -4.178 0.194 -2.934
N -3.745 -0.053 -1.732
H -1.638 -2.367 -2.536
H -2.364 -2.002 -4.736
H -4.131 -0.210 -5.089
H -4.935 0.970 -3.010
F 2.617 -1.719 0.248
P 4.140 -1.347 0.824
F 5.568 -0.915 1.379
F 4.689 -2.726 0.244
F 3.492 0.071 1.379
F 4.410 -0.600 -0.586
F 3.740 -2.033 2.218

Atom-resolved charges from Mulliken, all expressed in e: 1.188 -1.053 0.369 -1.181 -1.035 -0.107 0.204 -1.116 -0.871 0.373 0.199 0.389 0.367 0.393 0.272 0.584 0.199 0.238 -0.140 0.362 0.352 0.319 0.334 0.115 0.365 -0.201 -0.420 -0.721 -0.382 1.002 0.589 -0.898 -0.566 -0.756 -0.565 0.177 0.443 0.418 0.388 0.428 0.454 0.540 -0.221 -0.022 -0.013 -0.100 -0.657 0.013 -0.460 0.266 0.438 0.427 0.414 -0.514 1.195 -0.344 -0.365 -0.415 -0.341 -0.347